Record 1
{
  "formula": "C56H61N6O2S2TeZr",
  "method": "wB97M-V/def2-TZVPD",
  "e_lumo_ev": 2.1,
  "e_homo_ev": -3.8,
  "charge": -1,
  "e_above_lowest_ev": 0.000,
  "homo_lumo_gap_ev": 5.90,
  "max_force_ev_per_a": 0.59,
  "energy_ha": -3761.275304,
  "symbols": ["Zr", "O", "C", "C", "C", "C", "C", "C", "C", "N", "C", "C", "N", "C", "C", "C", "C", "C", "C", "C", "O", "H", "H", "H", "H", "H", "H", "H", "H", "H", "H", "H", "H", "H", "H", "C", "C", "C", "C", "C", "C", "C", "C", "C", "C", "C", "C", "N", "C", "C", "C", "C", "C", "C", "C", "N", "C", "C", "C", "C", "C", "C", "C", "C", "C", "C", "C", "C", "H", "H", "H", "H", "H", "H", "H", "H", "H", "H", "H", "H", "H", "H", "H", "H", "H", "H", "H", "H", "H", "H", "H", "H", "H", "H", "H", "H", "H", "H", "H", "H", "H", "H", "H", "H", "H", "H", "H", "Te", "C", "C", "C", "C", "S", "H", "H", "H", "C", "C", "C", "C", "N", "C", "S", "N", "H", "H", "H", "H", "H"],
  "positions_angstrom": [[0.110, 0.269, -0.605], [1.645, 1.415, 0.135], [2.697, 1.942, -0.463], [3.913, 2.082, 0.219], [5.001, 2.626, -0.431], [4.921, 3.067, -1.756], [3.717, 2.975, -2.417], [2.591, 2.434, -1.782], [1.316, 2.540, -2.459], [0.176, 2.223, -1.969], [-1.022, 2.479, -2.767], [-2.060, 1.425, -2.357], [-1.423, 0.134, -2.132], [-1.136, -0.529, -3.401], [0.196, -0.310, -4.045], [0.312, -0.039, -5.404], [1.555, 0.115, -6.003], [2.705, -0.007, -5.233], [2.617, -0.273, -3.874], [1.368, -0.421, -3.280], [1.259, -0.630, -1.961], [3.985, 1.679, 1.220], [5.943, 2.695, 0.100], [5.791, 3.479, -2.251], [3.618, 3.332, -3.436], [1.370, 2.962, -3.470], [-1.390, 3.489, -2.554], [-0.788, 2.411, -3.835], [-2.556, 1.750, -1.441], [-2.828, 1.361, -3.141], [-1.931, -0.319, -4.121], [-0.591, 0.039, -6.001], [1.626, 0.321, -7.063], [3.680, 0.109, -5.690], [3.497, -0.359, -3.250], [-5.268, 2.181, 0.152], [-3.941, 2.199, 0.907], [-4.190, 2.281, 2.418], [-3.021, 3.338, 0.509], [-3.568, 4.577, 0.198], [-2.765, 5.682, -0.013], [-1.398, 5.557, 0.135], [-0.801, 4.337, 0.450], [0.692, 4.329, 0.710], [1.004, 4.864, 2.114], [1.482, 5.148, -0.313], [-1.624, 3.204, 0.585], [-1.090, 1.881, 0.843], [-0.707, 1.684, 2.063], [-0.317, 0.477, 2.745], [-0.017, 0.688, 4.110], [0.105, -0.338, 5.006], [-0.127, -1.637, 4.546], [-0.394, -1.891, 3.226], [-0.407, -0.862, 2.256], [-0.538, -1.153, 0.924], [-1.073, -2.450, 0.595], [-0.233, -3.572, 0.479], [-0.800, -4.796, 0.143], [-2.163, -4.936, -0.054], [-2.983, -3.833, 0.089], [-2.458, -2.584, 0.404], [-3.399, -1.410, 0.559], [-4.175, -1.518, 1.873], [-4.350, -1.267, -0.629], [1.258, -3.503, 0.715], [1.737, -4.577, 1.695], [2.027, -3.629, -0.603], [-5.861, 1.322, 0.469], [-5.116, 2.113, -0.927], [-5.868, 3.069, 0.358], [-3.424, 1.262, 0.704], [-4.667, 3.232, 2.668], [-3.256, 2.217, 2.979], [-4.841, 1.473, 2.755], [-4.642, 4.685, 0.135], [-3.204, 6.641, -0.261], [-0.769, 6.429, 0.015], [1.028, 3.300, 0.662], [2.080, 4.829, 2.293], [0.518, 4.284, 2.898], [0.672, 5.901, 2.213], [1.337, 6.222, -0.166], [1.190, 4.907, -1.336], [2.549, 4.944, -0.208], [-0.727, 2.541, 2.738], [0.094, 1.712, 4.450], [0.350, -0.146, 6.042], [-0.081, -2.471, 5.234], [-0.527, -2.913, 2.904], [-0.151, -5.657, 0.039], [-2.583, -5.900, -0.314], [-4.052, -3.939, -0.058], [-2.778, -0.517, 0.605], [-4.787, -2.424, 1.882], [-4.844, -0.663, 2.000], [-3.499, -1.559, 2.729], [-5.002, -2.137, -0.729], [-3.794, -1.148, -1.560], [-4.990, -0.393, -0.500], [1.515, -2.538, 1.152], [1.769, -5.567, 1.228], [1.092, -4.636, 2.576], [2.737, -4.315, 2.040], [1.753, -4.552, -1.125], [3.099, -3.642, -0.398], [1.824, -2.792, -1.269], [-1.424, -2.649, -2.938], [-0.516, -3.485, -4.636], [-1.138, -4.145, -5.663], [-0.233, -4.687, -6.612], [1.068, -4.439, -6.284], [1.188, -3.560, -4.826], [-2.214, -4.223, -5.734], [-0.532, -5.231, -7.497], [1.951, -4.720, -6.836], [2.904, -3.930, 5.701], [3.653, -2.780, 5.082], [4.667, -2.127, 5.774], [5.273, -1.082, 5.092], [4.944, -0.708, 3.872], [3.940, -1.394, 3.251], [3.502, -0.941, 1.661], [3.288, -2.427, 3.860], [3.478, -4.398, 6.501], [2.665, -4.669, 4.937], [1.962, -3.576, 6.124], [4.970, -2.418, 6.771], [6.077, -0.518, 5.563]],
  "lowdin_charge": [1.85, -0.29, -0.35, -0.03, -0.07, -0.10, -0.06, -0.17, -0.10, -0.04, -0.17, -0.25, -0.29, -0.57, -0.25, -0.06, -0.11, -0.10, -0.02, -0.38, -0.28, 0.06, 0.11, 0.09, 0.11, 0.14, 0.12, 0.11, 0.08, 0.12, 0.08, 0.11, 0.09, 0.10, 0.13, -0.08, -0.37, -0.04, -0.16, -0.04, -0.08, -0.04, -0.13, -0.36, -0.04, -0.06, -0.16, 0.02, -0.11, -0.13, -0.04, -0.09, -0.07, 0.00, -0.23, -0.08, -0.23, -0.18, -0.05, -0.09, -0.09, -0.19, -0.37, -0.04, -0.06, -0.40, -0.08, -0.06, 0.07, 0.08, 0.07, 0.09, 0.09, 0.07, 0.07, 0.10, 0.10, 0.11, 0.09, 0.09, 0.06, 0.08, 0.07, 0.07, 0.08, 0.12, 0.11, 0.10, 0.10, 0.11, 0.11, 0.10, 0.11, 0.09, 0.08, 0.06, 0.08, 0.07, 0.04, 0.05, 0.03, 0.07, 0.07, 0.06, 0.08, 0.08, 0.05, 1.43, -0.90, -0.26, -0.21, -0.43, 0.97, 0.09, 0.09, 0.06, -0.04, -0.38, -0.07, -0.19, 0.02, -0.86, 0.59, 0.08, 0.07, 0.07, 0.06, 0.08, 0.09]
}

Record 2
{
  "formula": "C56H62N2O5P4ReS",
  "method": "wB97M-V/def2-TZVPD",
  "e_lumo_ev": [-6.0, -6.3],
  "e_homo_ev": [-12.3, -12.8],
  "charge": 2,
  "e_above_lowest_ev": 1.071,
  "homo_lumo_gap_ev": [6.37, 6.53],
  "max_force_ev_per_a": 0.33,
  "energy_ha": -4498.410661,
  "multiplicity": 4,
  "s2": 3.782,
  "symbols": ["Re", "C", "C", "C", "P", "C", "C", "C", "C", "C", "C", "C", "C", "C", "N", "C", "C", "C", "C", "C", "C", "P", "C", "C", "C", "C", "C", "C", "H", "H", "H", "H", "H", "H", "H", "H", "H", "H", "H", "H", "H", "H", "H", "H", "H", "H", "H", "H", "H", "H", "H", "H", "H", "H", "H", "H", "H", "H", "H", "H", "H", "H", "H", "H", "O", "P", "C", "P", "O", "C", "C", "C", "C", "C", "C", "C", "C", "C", "C", "C", "C", "C", "C", "C", "C", "C", "C", "C", "C", "C", "C", "C", "C", "H", "H", "H", "H", "H", "H", "H", "H", "H", "H", "H", "H", "H", "H", "H", "H", "H", "H", "H", "H", "H", "H", "O", "C", "N", "S", "O", "O", "C", "C", "C", "C", "C", "C", "H", "H", "H", "H"],
  "positions_angstrom": [[-1.351, -0.254, -0.180], [-0.300, -2.934, 3.901], [-0.666, -1.695, 3.069], [-1.966, -1.106, 3.606], [-0.722, -2.061, 1.272], [0.957, -2.648, 0.742], [2.061, -2.048, 1.610], [1.085, -4.166, 0.626], [-1.978, -3.271, 0.867], [-2.076, -4.529, 1.462], [-3.024, -5.434, 1.023], [-3.852, -5.089, -0.039], [-3.765, -3.849, -0.646], [-2.844, -2.912, -0.177], [-2.684, -1.639, -0.731], [-3.371, -1.183, -1.879], [-4.752, -1.174, -2.041], [-5.290, -0.522, -3.135], [-4.473, 0.154, -4.039], [-3.099, 0.126, -3.894], [-2.530, -0.586, -2.835], [-0.764, -0.955, -2.549], [0.035, -0.195, -4.044], [-0.425, -0.943, -5.311], [1.556, -0.048, -4.116], [-0.586, -2.811, -2.626], [0.850, -3.238, -2.932], [-1.575, -3.535, -3.541], [-0.008, -2.601, 4.897], [0.518, -3.526, 3.498], [-1.170, -3.579, 4.021], [0.133, -0.950, 3.145], [-2.804, -1.781, 3.444], [-2.211, -0.152, 3.147], [-1.853, -0.951, 4.680], [1.058, -2.220, -0.261], [2.067, -2.468, 2.614], [1.955, -0.970, 1.689], [3.027, -2.264, 1.156], [0.975, -4.665, 1.590], [2.084, -4.398, 0.252], [0.356, -4.593, -0.061], [-1.400, -4.812, 2.255], [-3.107, -6.405, 1.490], [-4.578, -5.803, -0.406], [-4.409, -3.621, -1.480], [-5.397, -1.604, -1.290], [-6.363, -0.500, -3.263], [-4.915, 0.698, -4.862], [-2.480, 0.641, -4.614], [-0.394, 0.814, -4.043], [0.215, -1.806, -5.484], [-0.303, -0.278, -6.167], [-1.457, -1.284, -5.298], [2.053, -1.017, -4.104], [1.952, 0.565, -3.318], [1.789, 0.416, -5.076], [-0.804, -3.120, -1.601], [1.106, -3.068, -3.976], [0.943, -4.309, -2.745], [1.585, -2.726, -2.312], [-1.294, -3.439, -4.588], [-2.599, -3.182, -3.427], [-1.563, -4.598, -3.292], [1.969, 0.432, -1.215], [3.222, 0.925, -0.571], [2.803, 1.558, 1.093], [1.041, 1.966, 1.251], [0.105, 0.818, 0.862], [0.825, 2.332, 2.996], [-0.394, 2.059, 3.610], [-0.578, 2.318, 4.957], [0.455, 2.863, 5.708], [1.675, 3.138, 5.107], [1.864, 2.868, 3.760], [0.826, 3.422, 0.245], [1.012, 4.678, 0.814], [0.959, 5.808, 0.010], [0.710, 5.681, -1.348], [0.512, 4.426, -1.911], [0.576, 3.293, -1.119], [4.109, 2.224, -1.435], [4.976, 1.844, -2.461], [5.622, 2.805, -3.220], [5.415, 4.151, -2.956], [4.559, 4.538, -1.935], [3.904, 3.580, -1.178], [4.416, -0.397, -0.342], [5.467, -0.301, 0.566], [6.353, -1.356, 0.707], [6.206, -2.497, -0.075], [5.180, -2.581, -1.005], [4.283, -1.530, -1.136], [3.358, 2.477, 1.295], [3.095, 0.822, 1.843], [-1.204, 1.631, 3.038], [-1.531, 2.094, 5.419], [0.310, 3.070, 6.759], [2.484, 3.561, 5.686], [2.827, 3.091, 3.325], [1.180, 4.784, 1.878], [1.098, 6.787, 0.449], [0.662, 6.564, -1.971], [0.317, 4.333, -2.970], [0.458, 2.310, -1.558], [5.157, 0.794, -2.661], [6.296, 2.503, -4.011], [5.929, 4.901, -3.543], [4.402, 5.587, -1.724], [3.229, 3.904, -0.396], [5.603, 0.596, 1.161], [7.166, -1.289, 1.417], [6.905, -3.315, 0.033], [5.085, -3.458, -1.632], [3.480, -1.564, -1.863], [-1.852, 2.900, 0.927], [-2.723, 2.135, 1.271], [-2.840, 0.825, 0.793], [-4.400, 0.242, 1.126], [-4.329, -1.098, 1.627], [-5.249, 0.522, 0.009], [-4.711, 1.428, 2.380], [-5.774, 1.479, 3.259], [-5.847, 2.599, 4.079], [-4.903, 3.623, 3.993], [-3.854, 3.557, 3.087], [-3.770, 2.432, 2.283], [-6.513, 0.693, 3.308], [-6.656, 2.682, 4.792], [-5.000, 4.484, 4.641], [-3.120, 4.346, 3.002]],
  "lowdin_charge": [1.38, -0.08, -0.49, -0.09, 1.06, -0.48, -0.08, -0.08, -0.29, -0.07, -0.05, -0.03, 0.00, -0.30, -0.19, -0.33, -0.04, -0.02, -0.04, -0.07, -0.31, 1.06, -0.49, -0.10, -0.10, -0.50, -0.09, -0.07, 0.10, 0.06, 0.08, 0.10, 0.08, 0.04, 0.10, 0.06, 0.08, 0.05, 0.08, 0.08, 0.09, 0.07, 0.10, 0.12, 0.12, 0.11, 0.12, 0.13, 0.12, 0.10, 0.10, 0.08, 0.10, 0.06, 0.07, 0.04, 0.09, 0.06, 0.07, 0.09, 0.05, 0.08, 0.07, 0.10, -0.39, 0.74, -0.28, 0.84, -0.52, -0.27, -0.07, -0.05, -0.05, -0.05, -0.08, -0.33, -0.07, -0.05, -0.05, -0.05, -0.09, -0.26, -0.07, -0.06, -0.05, -0.06, -0.08, -0.32, -0.07, -0.05, -0.05, -0.06, -0.10, 0.07, 0.07, 0.07, 0.12, 0.12, 0.12, 0.10, 0.11, 0.12, 0.12, 0.11, 0.09, 0.11, 0.11, 0.12, 0.11, 0.08, 0.12, 0.11, 0.11, 0.11, 0.09, 0.09, -0.50, -0.21, 0.67, -0.27, -0.25, -0.22, -0.01, -0.03, -0.03, 0.02, -0.15, 0.13, 0.12, 0.12, 0.13]
}